ORCA calculation (ωB97M-V with the def2-TZVPD basis set) on a structure of composition C19H31NO2S.

Its energy above the lowest of the compared OMol25 structures with the same formula, charge and spin is 1906.9 kJ/mol. As for the charge: 0. The HOMO-LUMO gap is 8.55 eV. Its maximum force is 18.028 eV/A. As for the LUMO energy: -0.118 eV. The value obtained for the calculated total energy is -36607.6005 eV. The molar mass comes out at 337.53 u.

Last column: Mulliken charge in e.
Element x y z (Å)
S -6.005 0.235 0.597  -0.08
O 0.791 3.383 -0.761  -0.40
O -3.206 0.435 1.553  -0.72
N -2.270 -1.259 0.335  -0.04
C -7.085 -0.808 -0.270  -0.39
C -0.215 -0.240 -0.629  -0.67
C 1.051 0.562 -0.254  1.93
C 1.071 2.300 -1.779  -0.99
C 1.923 -0.292 0.493  -1.49
C -0.862 -1.025 0.253  -0.96
C 0.735 1.854 0.845  -1.48
C 4.660 -2.022 1.045  -1.24
C -1.437 2.936 0.111  -1.35
C 2.572 -1.608 -0.253  -1.46
C -4.534 -0.892 0.226  0.66
C -3.290 -0.488 0.608  0.19
C -5.213 -1.667 -0.595  0.19
C 3.411 -2.726 0.411  0.98
C 0.200 3.101 0.237  1.05
C 3.694 -3.807 -0.180  -1.70
C 1.720 1.211 -1.180  -0.05
C -6.561 -1.696 -1.010  -1.06
C 0.226 4.152 1.517  -1.22
H -0.359 -1.943 0.512  0.22
H 1.545 1.939 1.494  0.59
H 5.231 -2.800 1.682  0.35
H 2.894 -2.918 1.561  0.19
H 1.427 4.239 1.574  0.30
H 1.873 -2.049 -0.756  0.67
H 5.250 -1.569 0.002  0.18
H 0.050 1.275 1.708  0.43
H -7.914 -0.451 -0.276  0.71
H 4.342 -3.567 -1.176  0.24
H 2.805 1.615 -0.945  0.15
H 1.595 2.940 -2.728  0.27
H -1.596 2.583 -0.936  0.44
H -2.032 2.370 0.889  0.18
H -1.053 -0.442 1.431  0.17
H -4.324 -2.613 -1.294  -0.05
H 2.910 0.279 0.969  0.21
H -0.253 3.679 2.245  0.47
H 0.124 -0.761 -1.531  0.46
H -1.897 3.878 -0.088  0.54
H 1.908 0.408 -2.146  0.37
H -6.927 -2.404 -1.665  0.48
H 3.069 -0.991 -1.062  0.37
H 1.554 -0.960 1.374  0.21
H -2.424 -1.784 -0.823  0.31
H 4.288 -4.557 0.275  0.44
H 0.096 2.261 -2.340  0.36
H -0.866 0.753 -0.959  0.00
H -0.071 5.216 0.699  0.23
H 2.866 -4.193 -0.574  0.50
H 4.509 -1.068 1.568  0.31